This record from the Open Molecules 2025 dataset describes C6H14Br2OSi2 as an isolated structure. The level of theory is ωB97M-V/def2-TZVPD.

The value obtained for the electronic energy is -164337.7062 eV. Its total charge is 0. The value obtained for the HOMO energy is -9.8 eV. For the LUMO energy, the calculation gives 0.60 eV. The orbital gap is 10.388 eV.

Cartesian coordinates (Å):
C: -0.473 2.019 0.394
C: 0.967 2.558 0.496
C: -0.465 0.761 -0.438
C: 1.977 1.585 1.159
C: 0.341 -0.299 0.256
C: 1.763 0.164 0.393
O: -1.539 -2.111 -0.546
Si: -2.877 -2.869 -0.931
Si: 0.084 -2.032 -0.550
Br: 2.627 0.546 -1.276
Br: 2.835 -1.217 1.229
H: -1.030 1.894 1.335
H: -1.096 2.763 0.028
H: 1.334 2.961 -0.478
H: 0.958 3.519 0.972
H: -1.473 0.249 -0.623
H: -0.191 1.090 -1.417
H: 3.076 1.858 1.075
H: 1.810 1.519 2.235
H: -0.134 -0.326 1.297
H: -3.162 -4.131 0.016
H: -2.673 -3.304 -2.373
H: -3.876 -1.838 -0.667
H: 0.676 -2.145 -1.973
H: 0.541 -3.214 0.389